132
Properties=species:S:1:pos:R:3:forces:R:3:lowdin_charge:R:1 method="wB97M-V/def2-TZVPD" multiplicity=1 homo_lumo_gap_ev=5.07 charge=-2
Cs 0.4310 0.3924 0.4269 0.01 0.06 0.17 0.7455
C 4.2140 2.0930 -1.0250 -0.04 0.02 0.01 -0.1133
N 3.2930 2.5883 -0.0222 0.20 -0.23 -0.09 -0.2702
C 3.6896 2.1415 1.2961 -0.18 -0.04 -0.07 -0.1211
C 3.1628 4.0299 -0.1072 -0.28 0.10 0.11 -0.2245
C 2.2313 4.6210 0.9422 -0.14 0.09 0.02 -0.2706
N 0.8885 4.1015 0.8262 0.08 -0.32 -0.25 0.0426
C -0.0135 4.4560 1.7094 -0.07 0.33 0.25 -0.2492
C -1.3562 3.9538 1.5805 0.02 0.03 0.06 -0.1681
F -1.6273 3.1522 0.5231 0.02 -0.13 0.00 0.0187
C -2.3712 4.2279 2.4508 0.03 0.12 0.13 -0.2409
F -3.5919 3.6810 2.2353 -0.01 0.07 -0.11 0.0481
C -2.2114 5.0602 3.5522 0.00 0.02 0.05 0.0051
C -0.9424 5.5872 3.7109 -0.24 -0.11 -0.09 -0.2579
F -0.7229 6.4112 4.7659 0.11 0.07 0.05 0.0440
C 0.1004 5.3231 2.8580 -0.02 -0.05 -0.09 -0.1592
F 1.2878 5.9291 3.1623 0.07 -0.02 -0.05 0.0264
H 5.2640 2.3708 -0.8021 -0.01 0.01 0.02 0.0848
H 3.9548 2.5346 -1.9877 -0.04 -0.01 0.00 0.0362
H 4.1352 1.0071 -1.0920 0.06 0.00 -0.03 0.0627
H 4.6274 2.6198 1.6383 0.00 -0.02 0.01 0.0906
H 3.8387 1.0597 1.2811 0.01 0.00 0.01 0.0845
H 2.8973 2.3750 2.0056 0.09 -0.08 0.08 0.0451
H 2.7820 4.2661 -1.1040 0.01 0.02 0.00 0.0826
H 4.1499 4.5263 0.0084 0.03 -0.07 -0.02 0.1164
H 2.2607 5.7123 0.7909 0.05 -0.01 0.08 0.1121
H 2.6587 4.4330 1.9355 0.08 0.14 -0.01 0.0929
H -3.0161 5.2765 4.2364 0.01 -0.03 0.01 0.1069
C -3.7703 0.4896 1.9389 -0.01 -0.07 0.16 -0.0296
C -3.2800 -0.5266 2.9201 -0.02 -0.17 0.20 -0.3521
C -4.0228 -1.2542 3.8768 0.00 -0.06 0.02 -0.0131
C -3.0831 -1.9999 4.5604 -0.15 0.09 -0.06 -0.2976
C -3.2975 -2.9519 5.6937 0.14 0.07 -0.05 -0.0486
N -1.8725 -1.7146 4.0237 -0.09 -0.22 0.37 0.0134
N -1.9977 -0.8265 3.0227 -0.22 0.35 -0.56 0.1073
B -0.4968 -2.2515 4.4787 -0.05 0.32 -0.37 -0.4953
N 0.4336 -1.0653 4.8386 0.03 -0.16 0.26 0.0177
N 0.3923 0.0934 4.1528 0.14 0.42 -0.33 0.1098
C 1.1402 0.9671 4.8031 0.08 -0.20 0.18 -0.3499
C 1.2769 2.3807 4.3338 -0.01 -0.20 0.05 -0.0310
C 1.7026 0.3595 5.9467 -0.01 -0.04 -0.04 -0.0130
C 1.2241 -0.9359 5.9308 0.09 0.20 0.09 -0.2992
C 1.5135 -2.0277 6.9096 -0.13 -0.02 -0.13 -0.0411
N 0.0776 -3.1534 3.3560 0.03 -0.29 0.26 0.0173
N 0.0237 -2.7715 2.0682 0.08 0.20 -0.56 0.1029
C 0.4063 -3.8043 1.3353 0.13 -0.16 0.21 -0.3575
C 0.4521 -3.7394 -0.1562 -0.02 -0.02 0.19 -0.0360
C 0.7283 -4.8941 2.1688 -0.03 0.00 0.06 -0.0102
C 0.5019 -4.4350 3.4525 -0.03 -0.07 -0.18 -0.2938
C 0.6848 -5.1712 4.7405 -0.06 0.13 -0.01 -0.0379
H -4.1177 1.3877 2.4545 0.03 -0.06 -0.08 0.0656
H -4.6030 0.0984 1.3482 0.02 0.00 -0.07 0.0659
H -2.9628 0.7796 1.2687 -0.02 0.05 -0.03 0.0541
H -5.0876 -1.2362 4.0540 0.00 0.00 0.01 0.0880
H -4.3649 -3.0446 5.8937 -0.01 0.00 -0.01 0.0664
H -2.8056 -2.5978 6.6023 0.00 -0.06 0.02 0.0734
H -2.8968 -3.9407 5.4622 -0.02 -0.02 0.05 0.0693
H -0.6446 -2.9275 5.4591 0.01 -0.05 0.06 0.0978
H 0.6839 2.5336 3.4319 0.05 0.04 0.01 0.0613
H 2.3206 2.6232 4.1239 -0.01 0.08 -0.03 0.0678
H 0.9230 3.0786 5.0949 -0.02 0.04 -0.03 0.0802
H 2.3630 0.7969 6.6796 -0.01 0.00 0.02 0.0909
H 2.0520 -1.6107 7.7601 0.02 -0.02 0.01 0.0681
H 2.1300 -2.8106 6.4615 -0.01 -0.02 0.04 0.0661
H 0.5953 -2.4952 7.2688 0.03 -0.02 0.02 0.0660
H 0.4436 -2.7029 -0.4890 0.02 0.01 -0.13 0.0423
H -0.4085 -4.2484 -0.5984 0.02 0.02 -0.07 0.0808
H 1.3547 -4.2209 -0.5327 -0.03 0.03 -0.07 0.0733
H 1.0753 -5.8750 1.8829 0.01 0.00 0.00 0.0925
H 0.8998 -6.2189 4.5316 0.04 0.00 -0.01 0.0693
H -0.2106 -5.1165 5.3609 0.02 -0.02 0.03 0.0643
H 1.5116 -4.7540 5.3191 -0.02 -0.05 0.05 0.0642
Cl 2.8842 -6.2427 -4.7112 0.01 -0.14 -0.02 0.5703
C 2.2450 -4.7103 -4.1480 0.15 -0.05 0.05 -0.6930
C 1.0849 -4.1909 -4.7382 0.11 0.14 -0.04 -0.1304
C 0.6189 -2.9673 -4.3502 -0.15 0.00 -0.10 -0.0174
C 1.2571 -2.1710 -3.3324 -0.06 0.10 0.09 -0.3999
O 0.8015 -1.0423 -3.0027 0.01 0.10 -0.19 -0.0894
C 2.4265 -2.7640 -2.7350 -0.14 0.14 -0.28 -0.1634
C 3.1773 -2.1048 -1.6920 0.20 -0.06 0.33 -0.2506
O 2.9302 -1.0661 -1.1056 -0.01 -0.06 -0.05 -0.0618
C 2.8976 -4.0110 -3.1710 -0.01 0.04 0.02 -0.0995
H 0.5890 -4.7531 -5.5204 -0.03 -0.01 0.03 0.0935
H -0.2703 -2.5516 -4.8108 0.00 0.02 0.04 0.1060
H 4.0912 -2.6761 -1.3976 -0.01 0.03 -0.02 0.1186
H 3.7899 -4.4237 -2.7115 0.02 0.01 -0.02 0.1054
O -6.8687 -1.7569 -2.5444 0.06 0.04 -0.10 -0.0623
C -6.2993 -2.1107 -1.2904 0.01 -0.05 0.14 -0.2122
C -4.8811 -1.6199 -1.2071 0.06 -0.03 -0.07 -0.2009
C -3.9446 -2.3068 -0.4501 -0.09 0.05 -0.05 -0.0049
C -2.6616 -1.7859 -0.3549 -0.08 -0.15 0.08 -0.1178
N -2.2932 -0.6730 -0.9661 0.18 0.01 0.10 0.0881
C -3.1831 -0.0012 -1.6929 -0.13 -0.24 0.14 -0.2002
C -4.4947 -0.4467 -1.8408 0.04 0.02 -0.01 0.0409
C -2.6976 1.2868 -2.2609 0.02 0.22 -0.17 -0.1921
C -3.4554 2.0647 -3.1317 0.04 0.00 0.05 0.0407
C -2.9577 3.2957 -3.5463 -0.01 -0.08 -0.05 -0.1955
C -3.7701 4.1641 -4.4721 0.03 0.04 0.00 -0.2134
O -4.3640 3.4397 -5.5442 -0.05 -0.01 -0.02 -0.0700
C -1.7114 3.6948 -3.0899 -0.06 -0.02 -0.04 -0.0088
C -1.0147 2.8417 -2.2426 0.01 0.18 0.12 -0.1606
N -1.4935 1.6744 -1.8452 0.11 -0.06 0.03 0.0817
H -7.7653 -2.0970 -2.5775 -0.05 0.01 0.04 0.0789
H -6.3096 -3.1967 -1.1487 0.00 0.02 0.00 0.1181
H -6.8749 -1.6584 -0.4722 0.00 -0.03 -0.01 0.1271
H -4.2046 -3.2218 0.0679 0.02 0.01 0.03 0.1160
H -1.9058 -2.2696 0.2575 -0.05 0.00 0.03 0.0898
H -5.2243 0.0975 -2.4224 0.04 0.04 -0.01 0.1084
H -4.4198 1.7361 -3.4940 -0.01 -0.02 0.02 0.1124
H -3.1447 4.9769 -4.8563 -0.01 0.00 0.05 0.1152
H -4.6038 4.6089 -3.9255 0.01 0.02 -0.02 0.1255
H -3.6768 2.9038 -5.9536 0.02 -0.01 0.02 0.0892
H -1.2793 4.6433 -3.3821 0.04 -0.02 -0.02 0.1132
H -0.0374 3.1185 -1.8554 -0.02 0.07 0.01 0.0992
N 0.9605 1.4445 -4.3691 0.57 -1.08 0.30 0.1245
C 2.1349 2.0940 -4.2942 -0.08 0.33 -0.28 -0.8941
S 2.2204 3.7499 -4.0763 -0.05 0.35 0.14 0.5792
N 3.3221 1.4270 -4.4479 -0.33 -0.33 0.26 0.0463
C 3.6583 0.2584 -5.1361 0.04 -0.14 -0.17 -0.2315
C 2.8890 -0.2645 -6.1739 -0.08 0.08 0.11 -0.0241
C 3.3563 -1.3429 -6.9056 -0.02 -0.06 0.02 -0.0906
C 4.5840 -1.9216 -6.6220 -0.04 -0.08 -0.06 -0.1094
C 5.3499 -1.4025 -5.5901 0.07 -0.01 -0.01 -0.0980
C 4.8982 -0.3199 -4.8584 -0.04 0.04 0.12 -0.0305
H 0.1847 2.0153 -4.0782 -0.08 0.11 -0.12 0.0451
H 0.9116 0.4614 -4.0018 0.08 0.37 -0.20 0.0850
H 4.0993 1.9354 -4.0649 0.02 0.17 -0.10 0.0943
H 1.9400 0.1887 -6.4165 -0.08 0.01 0.03 0.1058
H 2.7498 -1.7289 -7.7151 -0.02 -0.03 0.02 0.0996
H 4.9363 -2.7694 -7.1957 -0.01 0.00 0.02 0.0935
H 6.3115 -1.8426 -5.3548 -0.01 0.01 0.02 0.0979
H 5.5053 0.0940 -4.0605 -0.03 -0.03 0.03 0.1129